# 1
Density functional theory data (ωB97M-V/def2-TZVPD) for a cluster of 4 separate species, C36H65N5O3S in total in a non-equilibrium geometry.

Geometry as XYZ:
```
110
Properties=species:S:1:pos:R:3:forces:R:3
C -0.915 5.620 3.747 -1.1577 0.5152 -0.4940
C -1.418 5.306 2.673 0.6139 -0.3349 -0.4217
C -1.803 4.899 1.194 1.1429 0.6030 1.2707
C -2.093 6.215 0.338 0.2299 0.2164 0.0265
C -3.599 6.373 -0.161 -0.4446 -0.7889 -0.1570
C -4.685 5.856 0.850 -1.7540 -2.1055 0.2431
C -5.503 4.625 0.600 0.3292 3.3430 3.2214
C -6.475 4.411 1.708 1.2057 -0.2317 -1.9172
N -6.570 5.234 2.785 -1.1005 -2.0432 -0.3817
N -5.869 6.304 3.114 1.6205 -0.3807 -3.1015
C -4.965 6.563 2.138 1.2088 1.6977 -1.0634
S -3.954 8.083 2.474 -0.7714 -0.6752 0.2167
H -0.671 6.090 4.740 -0.2256 -1.0329 -1.7207
H -2.640 4.145 1.209 0.8590 0.8254 -0.0946
H -0.878 4.408 0.743 -1.2996 0.4420 0.7417
H -1.425 6.201 -0.586 -1.0278 0.0392 1.1612
H -1.782 7.112 0.956 -0.4185 -1.1451 -0.8087
H -3.714 5.760 -1.114 -0.0052 0.7073 1.2711
H -3.839 7.442 -0.440 0.3106 -1.1541 0.3475
H -5.405 3.961 -0.298 -0.1309 0.5945 1.1389
H -7.164 3.517 1.640 0.7370 1.3556 0.4616
H -7.307 5.000 3.474 0.6613 0.1797 -0.4794
H -3.776 8.687 1.250 -0.4503 -0.9172 0.5107
C -2.349 1.048 -3.663 -0.2209 -0.1310 -0.2364
C -2.573 1.180 -2.135 1.4676 0.5410 -1.6210
C -1.774 0.080 -1.414 -0.2895 -0.2801 0.3762
C -2.387 -1.308 -1.581 -0.0305 0.0208 -0.0820
C -3.858 -1.312 -1.178 0.4833 0.1564 0.2409
C -4.691 -0.210 -1.860 -1.4255 -1.2715 -1.2506
N -4.032 1.130 -1.808 0.6761 -0.3254 3.9324
O -4.185 1.604 -0.560 -0.3024 0.2316 -1.8357
C -4.974 -0.589 -3.331 0.2580 -0.0399 -0.2896
C -6.096 -0.202 -1.215 0.2141 0.6182 0.4452
C -1.960 2.559 -1.798 -0.5105 0.0961 0.5088
H -1.408 1.513 -3.966 -0.0611 0.0221 0.2499
H -2.278 0.016 -4.002 -0.1344 0.0110 0.0341
H -3.143 1.545 -4.227 0.0401 -0.0753 0.0766
H -1.706 0.306 -0.344 -0.0676 0.0777 -0.0824
H -0.744 0.061 -1.784 -0.1178 0.2306 -0.0652
H -2.278 -1.658 -2.612 -0.0021 0.0419 0.0065
H -1.839 -2.024 -0.962 -0.0182 0.0785 -0.0475
H -4.286 -2.295 -1.400 -0.1796 0.2168 -0.0900
H -3.913 -1.198 -0.089 -0.0914 0.1848 -0.0619
H -5.474 0.229 -3.857 0.0777 -0.0233 0.0854
H -5.631 -1.460 -3.390 0.0319 0.1046 0.2194
H -4.083 -0.859 -3.893 0.0143 0.0962 0.0285
H -6.060 -0.068 -0.131 0.1238 0.1104 -0.1188
H -6.608 -1.150 -1.390 0.2641 0.0350 -0.1731
H -6.720 0.592 -1.638 0.0868 -0.0443 -0.0004
H -2.484 3.357 -2.336 -0.0032 -0.0713 0.0052
H -0.909 2.596 -2.094 -0.1495 -0.2484 -0.1143
H -1.986 2.790 -0.732 -0.1653 -0.1496 -0.0435
C 2.645 -1.264 4.087 -0.1972 0.0119 0.2998
C 2.311 -0.570 2.742 1.6639 -1.1503 0.9246
C 2.914 0.848 2.748 -0.3602 0.3545 -0.0793
C 2.157 1.812 3.659 0.0049 -0.0398 0.0242
C 0.668 1.825 3.332 0.4050 0.0486 -0.2080
C 0.030 0.422 3.293 -1.3229 0.1023 1.6312
N 0.834 -0.559 2.504 0.2402 2.4515 -3.0299
O 0.634 -0.290 1.205 -0.1071 -0.9771 1.5713
C -0.171 -0.111 4.728 0.2407 -0.0500 0.2774
C -1.413 0.568 2.757 0.2348 -0.2127 -0.6625
C 3.051 -1.434 1.695 -0.5483 0.1636 -0.4465
H 3.656 -1.678 4.077 -0.0857 0.1001 -0.2329
H 2.623 -0.588 4.941 -0.1343 -0.0145 -0.0021
H 1.964 -2.097 4.284 0.0252 0.1146 -0.0449
H 2.917 1.258 1.731 -0.1130 -0.1696 -0.0185
H 3.961 0.808 3.062 -0.0898 -0.2630 -0.0392
H 2.309 1.551 4.711 0.0016 -0.0411 -0.0347
H 2.564 2.821 3.539 -0.0304 -0.0603 0.0312
H 0.146 2.452 4.063 -0.1423 -0.2142 -0.0607
H 0.536 2.320 2.362 -0.0698 -0.1920 -0.0612
H -0.527 -1.145 4.716 0.0807 0.0788 -0.0738
H -0.919 0.481 5.263 0.0172 0.0464 -0.2257
H 0.726 -0.068 5.342 0.0279 -0.0722 -0.0802
H -1.452 1.056 1.780 0.1390 -0.1543 0.0171
H -2.017 1.181 3.431 0.2784 -0.0649 0.1510
H -1.903 -0.408 2.672 0.0961 0.0550 -0.0241
H 2.671 -2.460 1.703 0.0052 0.1086 -0.0295
H 4.120 -1.477 1.914 -0.1626 0.1095 0.2298
H 2.964 -1.046 0.679 -0.1828 -0.0224 0.0921
C 6.254 -4.048 -3.897 -0.1749 -0.1708 -0.2313
C 6.031 -3.924 -2.367 1.4042 0.5689 -1.5038
C 6.833 -5.029 -1.654 -0.2688 -0.2714 0.2928
C 6.218 -6.416 -1.830 -0.0175 0.0082 -0.0598
C 4.748 -6.422 -1.424 0.4262 0.1370 0.2191
C 3.915 -5.315 -2.098 -1.3522 -1.1803 -1.2089
N 4.574 -3.975 -2.039 0.6196 -0.2752 3.8271
O 4.422 -3.508 -0.789 -0.1809 -0.0379 -1.8791
C 3.630 -5.685 -3.570 0.2493 -0.0777 -0.2859
C 2.511 -5.310 -1.450 0.2018 0.5746 0.4417
C 6.644 -2.547 -2.023 -0.4803 0.0730 0.5001
H 7.194 -3.581 -4.198 -0.0609 0.0290 0.2482
H 6.324 -5.078 -4.241 -0.1386 0.0029 0.0164
H 5.458 -3.547 -4.456 0.0357 -0.0731 0.0986
H 6.902 -4.811 -0.582 -0.1437 0.1293 -0.0678
H 7.862 -5.045 -2.027 -0.1203 0.2228 -0.1036
H 6.325 -6.759 -2.863 0.0048 0.0538 0.0051
H 6.767 -7.137 -1.217 -0.0357 0.0402 -0.0588
H 4.318 -7.403 -1.651 -0.1639 0.2016 -0.0792
H 4.695 -6.314 -0.334 -0.0991 0.1890 -0.0660
H 3.129 -4.864 -4.091 0.0862 -0.0133 0.0988
H 2.973 -6.556 -3.633 0.0282 0.0945 0.2162
H 4.520 -5.952 -4.135 0.0169 0.0990 0.0179
H 2.549 -5.181 -0.366 0.1154 0.1542 -0.1327
H 1.998 -6.258 -1.630 0.2700 0.0145 -0.1795
H 1.887 -4.513 -1.867 0.1124 -0.0227 0.0360
H 6.119 -1.747 -2.556 -0.0038 -0.0912 0.0582
H 7.695 -2.507 -2.321 -0.1430 -0.2550 -0.1276
H 6.619 -2.321 -0.957 -0.2022 -0.0936 -0.0562
```
Forces are in eV/Å.

## Properties
Highest occupied orbital energy (alpha / beta) = -0.366 / -0.391 Ha
Energy above the lowest of the compared OMol25 structures with the same formula, charge and spin = 3.416 eV
2S+1 = 4
Total charge = +1
Gap between HOMO and LUMO (alpha / beta) = 0.19252 / 0.21695 Eh

=====

# 2
Density functional theory data (ωB97M-V/def2-TZVPD) for a cluster of 3 separate species, C36H66BN4O9P in total in a non-equilibrium geometry.

Geometry as XYZ:
```
117
Properties=species:S:1:pos:R:3:forces:R:3
C 7.129 -2.538 0.843 0.2106 3.3980 0.2361
C 7.335 -1.093 1.240 -1.0459 -2.7874 -1.0432
C 6.270 0.049 0.681 -2.0841 -0.6041 -5.0351
O 5.541 -0.143 -0.432 4.5879 1.1752 7.1598
O 6.119 1.305 1.442 0.0964 -3.7341 -0.3676
C 5.300 1.073 2.676 -0.7277 0.6618 0.2233
C 3.723 1.004 2.231 0.2104 0.1537 0.3493
C 3.011 -0.476 2.548 0.8506 1.1829 -1.4357
C 1.863 -0.672 1.395 -0.1708 -1.0953 -0.5397
C 0.480 -1.412 1.933 -0.1636 1.2427 1.2762
C -0.905 -0.631 1.411 0.2650 0.7298 -0.0844
C -1.636 -1.454 0.149 2.1397 -1.1286 -0.1606
C -2.099 -2.946 0.640 0.1537 -0.8414 0.1599
C -2.606 -3.074 2.187 -0.6332 -1.5560 0.2976
C -1.525 -3.913 3.151 -1.1309 -0.5792 0.5016
N -0.979 -3.093 4.295 -0.2326 -1.2523 0.8176
C -1.951 -2.943 5.442 -0.8234 0.7350 1.5110
C -1.746 -1.532 6.311 0.6374 3.6078 1.9034
C -3.008 -0.808 7.136 3.4586 2.0634 0.5561
C -2.818 0.607 8.004 3.1675 -1.3025 -1.8461
C -1.372 1.391 8.057 0.0553 -4.1707 -2.6141
C -0.114 0.701 7.266 -3.5934 -1.4530 0.1300
C -0.293 -0.737 6.432 -1.7182 1.7702 1.3397
O 0.950 -1.252 5.805 -2.3420 2.4553 0.8395
O -0.394 -1.793 -0.629 1.9743 1.7542 -2.0287
C 0.121 -0.714 -1.519 1.7364 0.1224 -1.0645
O 1.311 -0.555 -2.104 -7.9697 -1.7312 4.2859
C -1.250 0.240 -1.603 1.6993 -0.1049 0.3609
P -1.296 0.659 -3.461 2.7420 3.5038 -0.6875
N -0.308 1.966 -3.660 -0.7755 -1.9484 -0.2058
C -2.528 -0.604 -0.927 2.7089 2.8281 0.5481
B -3.450 0.392 0.061 -0.8694 2.0606 0.6352
O -2.892 1.722 0.497 -0.2097 -3.1771 0.4313
N -4.854 0.106 0.536 3.2027 -0.6833 1.4382
C -5.157 -1.348 0.759 -2.1680 -0.6311 0.1126
C -5.175 0.788 1.865 -1.7929 0.1421 0.1970
N -3.183 -1.161 -2.109 -0.1144 -2.4069 -0.2067
C -4.447 -0.560 -2.592 -1.8786 0.1663 -1.6223
C -2.787 -2.473 -2.642 3.7492 -3.2649 -2.8516
C -3.927 -3.697 -2.631 0.5854 1.0890 -0.0065
O -1.605 -2.832 -3.212 -6.8970 3.0891 3.9794
H 7.077 -3.414 1.623 1.3134 1.8596 -1.6455
H 6.996 -2.795 -0.294 -0.9768 0.6484 2.5223
H 8.267 -0.856 1.910 -2.7486 -0.1694 -0.4327
H 5.470 2.048 3.335 -0.1139 -2.2751 -1.4236
H 5.669 0.104 3.228 -0.7056 1.9050 -0.9918
H 3.168 1.878 2.817 0.9561 -1.9399 -1.4079
H 3.694 1.255 1.064 0.0025 -0.6430 2.6655
H 3.872 -1.268 2.365 -1.9127 1.3972 0.7885
H 2.610 -0.459 3.649 0.7351 -0.3631 -2.1875
H 2.285 -1.360 0.519 -0.6972 1.6829 1.8576
H 1.662 0.379 0.912 0.0710 -2.0147 1.0301
H 0.481 -1.240 3.115 -0.1533 -0.6771 -2.5623
H 0.452 -2.562 1.721 0.1481 2.3905 0.3445
H -0.511 0.443 1.067 -1.1043 -2.3547 0.4397
H -1.628 -0.424 2.306 1.2036 -0.5952 -1.5634
H -2.919 -3.458 -0.044 1.7224 1.4129 1.1683
H -1.141 -3.653 0.544 -2.0931 1.7523 0.0445
H -2.976 -2.081 2.686 1.0751 -1.8421 -0.9342
H -3.567 -3.785 2.167 1.9899 1.6455 -0.0166
H -2.100 -4.834 3.648 0.9827 1.6453 -1.3702
H -0.633 -4.364 2.544 -1.7171 1.0734 1.0357
H -0.184 -3.668 4.685 -0.9881 1.1652 -0.6259
H -3.077 -2.927 5.088 2.3346 0.0052 0.4985
H -1.874 -3.814 6.245 -0.1111 1.6185 -1.6909
H -4.086 -1.280 7.166 2.5229 0.9190 -0.2283
H -3.720 1.077 8.600 1.9705 -1.2170 -1.4732
H -1.166 2.408 8.619 -0.7292 -2.4087 -1.2381
H 0.952 1.237 7.282 -2.5712 -1.4265 -0.0857
H 1.472 -0.433 5.518 -1.1443 -1.6007 0.7033
H -0.872 1.202 -1.057 -1.1134 -1.4387 -1.1571
H -2.603 1.108 -3.941 0.5816 -1.1387 0.7504
H -0.747 -0.376 -4.305 -1.1345 -0.0492 0.8516
H 0.465 1.723 -4.319 -0.8703 0.1557 0.7704
H -2.553 1.649 1.438 -0.6838 0.2432 -1.5894
H -4.679 -2.100 0.003 -0.5562 1.6393 1.5636
H -4.944 -1.585 1.892 -0.1753 -0.0300 -2.3758
H -6.338 -1.471 0.632 2.4003 0.0914 0.3067
H -5.234 1.952 1.757 0.4499 -2.3662 0.2523
H -4.476 0.414 2.732 -1.1110 0.9296 -1.5974
H -6.270 0.414 2.153 2.2929 0.9007 -0.5222
H -5.409 -0.734 -1.949 1.9098 0.1915 -0.8600
H -4.389 0.615 -2.789 0.2727 -2.5652 0.6698
H -4.688 -1.025 -3.665 0.6206 0.9886 2.3255
H -3.389 -4.728 -2.368 -1.1893 2.4907 -0.6474
H -4.755 -3.406 -1.850 1.4949 -0.7911 -1.5980
H -4.373 -3.727 -3.714 0.7485 -0.1252 2.1293
C 0.461 5.476 -0.182 -0.1767 -0.0916 -0.1274
C 1.595 4.899 0.650 -0.0803 -0.1395 -0.0948
O 1.754 3.491 0.495 -0.0367 0.0257 0.3952
C 2.044 3.025 -0.821 -0.0282 0.0779 -0.2598
C 3.332 3.594 -1.393 0.1302 0.0734 0.1077
H -0.487 4.983 0.068 0.1821 0.1107 -0.0130
H 0.360 6.550 0.001 0.0169 -0.1123 0.0282
H 0.626 5.333 -1.252 0.0270 0.0573 0.0421
H 1.378 5.076 1.708 0.0712 -0.2472 -0.0561
H 2.538 5.412 0.439 0.0141 0.0337 -0.0936
H 1.196 3.221 -1.486 0.0714 -0.0334 -0.0521
H 2.140 1.936 -0.755 -0.0842 0.1478 0.1433
H 3.292 4.682 -1.489 -0.0502 -0.0354 -0.0905
H 3.525 3.176 -2.385 -0.0549 -0.0065 0.1350
H 4.179 3.354 -0.740 -0.0690 -0.0427 -0.0943
C 1.852 -0.673 -8.980 0.1744 -0.1267 0.1179
C 0.803 0.328 -8.526 0.1217 -0.0011 0.1038
O 1.140 0.994 -7.313 -0.0699 -0.0297 0.0637
C 2.341 1.763 -7.324 -0.0812 0.0135 -0.0318
C 2.335 2.880 -8.354 -0.1282 0.0592 -0.1172
H 2.028 -1.425 -8.200 -0.0932 0.1341 -0.1661
H 1.528 -1.181 -9.894 0.0045 0.0536 0.1153
H 2.811 -0.193 -9.187 -0.0572 0.0051 -0.0880
H -0.134 -0.208 -8.341 0.1015 0.1807 0.1994
H 0.588 1.057 -9.313 0.0680 0.0188 -0.0653
H 3.207 1.107 -7.458 0.0067 0.0229 -0.0754
H 2.440 2.206 -6.326 -0.2171 -0.2200 -0.0980
H 2.245 2.496 -9.373 0.1042 0.0136 0.0356
H 3.261 3.459 -8.294 -0.0887 -0.0603 0.0228
H 1.488 3.554 -8.183 0.1327 -0.0803 0.0305
```
Forces are in eV/Å.

## Properties
Highest occupied orbital energy = -0.271 Ha
SMILES = C=CC(=O)OCCCCCC[C@]1(CCCNCc2ccccc2O)OC(=O)[C@@H]([PH2]=N)[C@@]1(B(O)N(C)C)N(C)C(C)=O.CCOCC.CCOCC
Gap between HOMO and LUMO = 0.24389 Eh